(1)
The following is a DFT calculation (wB97M-V/def2-TZVPD) of a 2-piece molecular cluster, C3H11NO overall.

Summary:
**HOMO level (spin up / spin down)**: 1.30 / -5.56 eV
**Spin multiplicity**: 2
**LUMO energy (spin up / spin down)**: 4.0117 / 3.8830 eV
**Electronic energy**: -6824.68165 eV
**⟨S²⟩**: 0.750
**Total charge**: -1

Positions of all 16 atoms, in Å:
1 C -0.443 0.338 -1.522
2 C -0.595 0.567 -0.034
3 C -1.228 1.965 0.210
4 N -1.351 -0.414 0.669
5 H 0.460 0.716 -2.003
6 H -0.227 -0.709 -1.777
7 H -1.270 0.833 -2.079
8 H 0.416 0.547 0.547
9 H -0.906 2.296 1.248
10 H -0.751 2.869 -0.226
11 H -2.309 1.868 0.091
12 H -1.620 -1.341 0.153
13 H -2.245 -0.154 1.007
14 H 3.813 -2.068 0.060
15 H 2.676 -1.410 0.761
16 O 3.127 -2.221 0.701

Atom charges from the Mulliken analysis, given in e for atoms 1 to 4:
1. C -2.584
2. C 0.092
3. C -1.685
4. N -0.586



(2)
The following is a DFT calculation (wB97M-V/def2-TZVPD) of a 2-piece molecular cluster, C3H6N2OS2 overall.

Summary:
**HOMO level (spin up / spin down)**: -8.77 / -8.51 eV
**LUMO energy (spin up / spin down)**: -1.2437 / -1.5291 eV
**Electronic energy**: -29903.46942 eV

Positions of all 14 atoms, in Å:
1 C -1.290 1.169 0.471
2 C -1.684 0.983 -0.887
3 C 1.988 -1.536 0.856
4 N -1.068 1.228 1.601
5 N 1.664 -0.399 0.009
6 O 1.767 2.104 -0.590
7 S 1.225 -0.870 -1.540
8 S 1.947 1.105 0.479
9 H -0.716 0.693 -1.401
10 H -1.989 1.889 -1.344
11 H -2.454 0.062 -0.819
12 H 1.240 -2.308 0.672
13 H 3.108 -1.754 0.567
14 H 2.079 -1.195 1.975

Atom charges from the Mulliken analysis, given in e for atoms 1 to 4:
1. C 0.289
2. C -0.396
3. C -0.737
4. N -0.430



(3)
The following is a DFT calculation (wB97M-V/def2-TZVPD) of an isolated ion of composition C3H5O6S and charge -1.

Summary:
**HOMO level**: -5.80 eV
**LUMO energy**: 3.7665 eV
**SMILES**: CC(=O)C(O)(O)S(=O)(=O)[O-]
**Electronic energy**: -26313.63075 eV
**Total charge**: -1

Positions of all 15 atoms, in Å:
1 C 0.228 0.455 -1.238
2 C 0.921 1.623 -0.473
3 C -0.780 -0.213 -0.268
4 O -0.752 -2.338 1.197
5 O 0.366 0.077 -2.397
6 O 1.425 -1.842 0.118
7 O 0.695 -0.319 1.934
8 O -1.363 0.661 0.765
9 O -1.728 -1.084 -0.858
10 S 0.271 -1.332 0.854
11 H 1.240 1.216 0.463
12 H 0.055 2.214 -0.330
13 H 1.825 2.078 -1.057
14 H -0.707 0.548 1.468
15 H -1.694 -1.745 -0.180

Atom charges from the Mulliken analysis, given in e for atoms 1 to 4:
1. C 0.535
2. C -1.083
3. C 0.418
4. O -0.741



(4)
The following is a DFT calculation (wB97M-V/def2-TZVPD) of a 3-piece molecular cluster, C6H17NO4PS3 overall.

Summary:
**HOMO level**: -2.94 eV
**LUMO energy**: 2.4483 eV
**Electronic energy**: -57971.43567 eV
**Total charge**: -1

Positions of all 32 atoms, in Å:
1 C -1.556 -1.542 2.973
2 C -1.036 -1.784 1.714
3 N -0.127 -0.844 1.173
4 P 1.343 -0.996 1.832
5 O 1.604 -2.529 2.351
6 O 1.510 -0.104 3.202
7 S 2.695 -0.479 0.488
8 H -2.617 -1.318 3.040
9 H -0.902 -1.525 3.833
10 H -1.319 -2.673 1.151
11 H 2.149 -2.426 3.146
12 H 1.423 0.825 2.955
13 C -5.604 -0.858 -0.985
14 S -5.163 -2.570 -1.320
15 O -4.797 -3.193 -0.025
16 C -3.632 -2.192 -2.187
17 H -6.524 -0.852 -0.404
18 H -4.808 -0.378 -0.415
19 H -5.766 -0.333 -1.928
20 H -2.970 -1.621 -1.534
21 H -3.858 -1.623 -3.089
22 H -3.156 -3.131 -2.458
23 C 5.594 3.480 -1.009
24 S 4.483 2.257 -1.728
25 O 4.642 2.340 -3.207
26 C 2.962 3.110 -1.302
27 H 6.617 3.158 -1.195
28 H 5.426 4.452 -1.475
29 H 5.419 3.539 0.065
30 H 2.962 4.106 -1.748
31 H 2.877 3.175 -0.219
32 H 2.130 2.529 -1.695

Atom charges from the Mulliken analysis, given in e for atoms 1 to 4:
1. C -0.688
2. C -0.313
3. N -0.354
4. P 0.486



(5)
The following is a DFT calculation (wB97M-V/def2-TZVPD) of one molecule with the formula C20H13FN2O2.

Summary:
**HOMO level**: -8.38 eV
**LUMO energy**: -0.1301 eV
**SMILES**: O=C(O)c1cc(F)cc(-c2c[nH]c3ncc(-c4ccccc4)cc23)c1
**Electronic energy**: -30744.23423 eV

Positions of all 38 atoms, in Å:
1 O 0.071 0.677 -3.580
2 F 4.522 2.581 -0.101
3 N -1.248 -2.752 2.959
4 O 1.483 2.380 -4.189
5 C 1.022 1.421 -3.319
6 C 1.222 -0.798 1.201
7 C 1.983 -1.506 2.121
8 C -2.407 -2.417 2.416
9 C -0.145 -2.198 2.467
10 C -6.322 -0.537 -0.464
11 C -5.870 -1.835 -0.435
12 C -5.515 0.469 0.082
13 C 2.738 2.070 -1.634
14 C 2.899 0.942 0.479
15 C 1.161 0.332 -1.054
16 C -1.381 -0.862 0.845
17 C -4.672 -2.157 0.171
18 C -4.310 0.147 0.712
19 C 3.413 1.868 -0.417
20 C -0.167 -1.256 1.416
21 C 1.640 1.264 -2.001
22 C 1.740 0.186 0.219
23 C -2.527 -1.499 1.347
24 C -3.853 -1.168 0.762
25 N 1.180 -2.371 2.822
26 H 2.143 2.936 -3.760
27 H 3.044 -1.411 2.279
28 H -3.291 -2.892 2.828
29 H -7.314 -0.367 -0.908
30 H -6.500 -2.604 -0.873
31 H -5.788 1.504 0.088
32 H 3.146 2.791 -2.326
33 H 3.393 0.796 1.435
34 H 0.327 -0.297 -1.308
35 H -1.454 -0.128 0.072
36 H -4.405 -3.225 0.182
37 H -3.759 0.966 1.156
38 H 1.505 -2.978 3.597

Atom charges from the Mulliken analysis, given in e for atoms 1 to 4:
1. O -0.549
2. F -0.313
3. N -0.673
4. O -0.500



(6)
The following is a DFT calculation (wB97M-V/def2-TZVPD) of a 2-piece molecular cluster, H4NOP2 overall.

Summary:
**HOMO level (spin up / spin down)**: -2.20 / -2.92 eV
**LUMO energy (spin up / spin down)**: 3.4336 / 4.7920 eV
**Electronic energy**: -22175.98936 eV
**Total charge**: -1

Positions of all 8 atoms, in Å:
1 N 1.002 0.520 -0.425
2 O 1.333 1.484 0.386
3 P 1.049 -1.025 0.355
4 P -1.729 0.039 0.181
5 H 0.036 -1.595 -0.411
6 H 1.995 -1.531 -0.488
7 H -1.331 1.107 -0.749
8 H -2.356 1.001 1.151

Atom charges from the Mulliken analysis, given in e for atoms 1 to 4:
1. N -0.154
2. O -0.410
3. P -0.036
4. P -0.330



Number 1: F_max 4.51 eV/Å. Number 2: F_max 4.02 eV/Å. Number 3: F_max 3.68 eV/Å. Number 4: F_max 3.74 eV/Å. Number 5: F_max 3.06 eV/Å. Number 6: F_max 3.62 eV/Å.